# 1
Molecular formula: C28H24FeN4O3PS
Method: DFT, the ωB97M-V functional and the def2-TZVPD basis

Cartesian coordinates (Å):
Fe -0.1427 -0.4837 1.3575
N 3.7567 -2.4684 1.0342
C 2.5382 -2.0395 1.4647
S 0.9134 -2.1555 0.5370
N 2.3964 -1.4723 2.6109
N 1.1716 -0.9391 2.8303
C 0.8730 -0.4213 4.0383
C -0.4695 0.0488 4.0806
C -0.9066 0.6692 5.2717
C -2.2611 0.9057 5.3179
C -3.1310 0.7240 4.1849
C -2.5566 0.1901 3.0119
N -1.2665 -0.1409 2.9613
H 3.9413 -2.8715 0.1596
H 4.5025 -2.3532 1.6949
H 1.4987 -0.4561 4.9426
H -0.2854 0.7076 6.1805
H -2.8249 1.2712 6.1755
H -4.1473 1.1113 4.2851
H -3.2001 0.0920 2.1422
O 1.4420 -3.2700 -1.7544
C 1.1612 -2.1054 -1.1892
C 1.3271 -0.8462 -1.8091
C 2.3663 -0.8294 -2.7878
C 2.5774 0.3034 -3.5489
C 1.7847 1.4293 -3.4424
C 0.7192 1.3804 -2.5728
C 0.6296 0.3658 -1.6171
P -0.5249 0.8519 -0.3218
C -2.1092 0.5485 -1.1605
C -2.2336 -0.3438 -2.2587
C -3.5310 -0.6589 -2.7717
C -4.6684 -0.0294 -2.2004
C -4.5136 0.8129 -1.1201
C -3.2317 1.1409 -0.6564
C -0.0885 2.5423 0.0246
C -0.5617 3.6607 -0.6556
C 0.2238 4.8266 -0.7014
C 1.5010 4.8193 -0.1480
C 1.7970 3.7968 0.7759
C 0.9983 2.6628 0.9245
H 2.9440 -1.6802 -3.0463
H 3.3977 0.2160 -4.2582
H 1.9200 2.2665 -4.1323
H -0.1514 2.0730 -2.6589
H -1.3597 -0.7767 -2.7801
H -3.6276 -1.3950 -3.5340
H -5.6308 -0.1896 -2.6814
H -5.4105 1.1940 -0.6373
H -3.1769 1.9416 0.0571
H -1.5176 3.6046 -1.2094
H -0.1863 5.6886 -1.1861
H 2.2124 5.6376 -0.3909
H 2.6465 3.9161 1.4175
H 1.3096 1.7521 1.4912
C 2.3600 -5.3917 -1.3941
O 0.9436 -5.4609 -1.8878
C 0.4157 -4.2503 -2.1704
O -0.6575 -3.8966 -2.5352
H 2.6729 -6.4293 -1.2938
H 2.4679 -4.9499 -0.3244
H 2.9630 -4.8466 -2.1356

* 2S+1: 5
* energy above the lowest of the compared OMol25 structures with the same formula, charge and spin: 0.00 kJ/mol
* DFT total energy: -96035.2558 eV
* total charge: -1
* HOMO (alpha / beta): -1.94 / -2.71 eV
* lowest unoccupied orbital energy (alpha / beta): 2.84 / 2.83 eV

Charges obtained by Mulliken population analysis, quoted in units of e: Fe -0.66; N -0.33; C 0.26; S -0.14; N -1.54; N 1.09; C -0.80; C 1.20; C -1.19; C -0.13; C -0.92; C -0.12; N -0.09; H 0.18; H 0.25; H 0.23; H 0.32; H 0.33; H 0.36; H 0.45; O -0.33; C 0.02; C 1.01; C -1.43; C -0.30; C -1.29; C -0.08; C -0.10; P 1.83; C 0.37; C -0.11; C -0.72; C -0.48; C -0.79; C -0.18; C 0.87; C -0.35; C -0.46; C -0.74; C -0.47; C -0.79; H 0.41; H 0.34; H 0.35; H 0.27; H 0.14; H 0.47; H 0.36; H 0.36; H 0.48; H 0.31; H 0.41; H 0.34; H 0.43; H 0.08; C -0.41; O -0.38; C 0.66; O -0.51; H 0.35; H 0.08; H 0.23

=====

# 2
Molecular formula: C3H7NO2
Method: DFT, the ωB97M-V functional and the def2-TZVPD basis

Cartesian coordinates (Å):
C 1.3349 -1.5319 0.0588
C 0.3094 0.5398 -0.5947
O -0.2024 1.3693 -1.5714
C -0.5638 0.0816 0.4435
O -0.3210 -0.7984 1.2859
N -1.8862 0.5860 0.3705
H 2.0511 -1.0276 0.7016
H 1.5613 -1.6093 -0.9866
H 0.9464 -2.4357 0.5296
H 1.3739 0.7373 -0.5100
H -1.1744 1.3047 -1.5577
H -1.9634 1.4646 0.8728
H -2.5056 -0.0977 0.7958

* energy above the lowest of the compared OMol25 structures with the same formula, charge and spin: 500.52 kJ/mol
* DFT total energy: -8805.3413 eV
* HOMO (alpha / beta): -7.57 / -8.01 eV
* lowest unoccupied orbital energy (alpha / beta): -0.45 / 0.51 eV

Charges obtained by Mulliken population analysis, quoted in units of e: C -1.04; C -0.54; O -0.53; C 0.90; O -0.59; N -0.58; H 0.38; H 0.40; H 0.30; H 0.39; H 0.38; H 0.25; H 0.28

=====

# 3
Molecular formula: C33H35N2O3TeTi
Method: DFT, the ωB97M-V functional and the def2-TZVPD basis

Cartesian coordinates (Å):
Ti 1.2879 -0.5370 -1.4597
C 5.5774 0.8478 -0.6902
O 5.4631 1.9741 -1.5486
C 4.2537 2.3043 -2.1120
C 4.3209 3.3963 -2.9753
C 3.2026 3.8519 -3.6492
C 1.9818 3.2164 -3.4424
C 1.8874 2.1329 -2.5797
C 0.6591 1.3135 -2.4373
N 0.0546 0.9384 -1.2474
N 0.2002 1.5255 0.0091
C 0.5617 0.6060 0.8652
O 1.1141 -0.5341 0.4791
C 0.3368 0.8183 2.3212
C -0.5852 1.7583 2.7743
C -0.8491 1.8831 4.1318
C -0.1909 1.0734 5.0518
C 0.7327 0.1371 4.6036
C 0.9930 0.0090 3.2435
C 3.0338 1.6423 -1.9035
O 2.8922 0.5335 -1.1695
H 6.5885 0.8941 -0.2862
H 5.4537 -0.0820 -1.2462
H 4.8510 0.8686 0.1177
H 5.2894 3.8689 -3.1048
H 3.2819 4.6931 -4.3284
H 1.0870 3.5602 -3.9519
H -0.0152 1.2990 -3.2902
H -1.0956 2.3750 2.0443
H -1.5821 2.6053 4.4727
H -0.3974 1.1719 6.1109
H 1.2471 -0.4995 5.3137
H 1.7034 -0.7192 2.8749
C 3.7762 -2.7414 -0.6617
C 2.6830 -2.3918 -1.6253
C 1.3507 -2.8748 -1.4188
C 0.3284 -2.5832 -2.3272
C -0.9862 -3.3069 -2.2634
C 0.5635 -1.6372 -3.3507
C 1.9173 -1.2411 -3.6581
C 2.2089 -0.4610 -4.9041
C 2.9354 -1.6752 -2.8286
H 4.2617 -3.6904 -0.9167
H 3.3739 -2.8237 0.3491
H 4.5387 -1.9630 -0.6493
H 1.1594 -3.5563 -0.6013
H -0.9589 -4.1367 -2.9741
H -1.8186 -2.6543 -2.5305
H -1.1753 -3.7107 -1.2683
H -0.2288 -1.4073 -4.0482
H 2.3182 -1.1329 -5.7613
H 3.1272 0.1173 -4.7974
H 1.3992 0.2365 -5.1216
H 3.9578 -1.4157 -3.0778
C -7.0851 0.4528 4.0016
C -5.8372 0.1330 3.2173
C -4.9245 -0.8099 3.6693
C -3.7920 -1.1552 2.9302
C -2.8278 -2.1619 3.5149
C -3.5813 -0.5566 1.6727
Te -2.0162 -1.1934 0.4152
C -4.4532 0.4678 1.2462
C -4.2144 1.2424 -0.0318
C -5.5674 0.7823 2.0180
H -7.1127 -0.1054 4.9385
H -7.9805 0.1969 3.4303
H -7.1426 1.5180 4.2382
H -5.0953 -1.2971 4.6247
H -3.0605 -2.3427 4.5661
H -1.8016 -1.7995 3.4369
H -2.8701 -3.1104 2.9761
H -3.1544 1.4491 -0.1771
H -4.7608 2.1866 -0.0086
H -4.5467 0.6716 -0.9021
H -6.2463 1.5546 1.6675

* 2S+1: 3
* energy above the lowest of the compared OMol25 structures with the same formula, charge and spin: 293.66 kJ/mol
* DFT total energy: -74321.3965 eV
* total charge: -1
* HOMO (alpha / beta): -2.90 / -3.12 eV
* lowest unoccupied orbital energy (alpha / beta): 2.35 / 1.10 eV

Charges obtained by Mulliken population analysis, quoted in units of e: Ti -0.53; C -0.52; O -0.54; C 0.18; C -0.72; C -0.59; C -0.91; C 0.57; C -0.69; N 0.19; N -0.84; C -0.19; O -0.38; C 0.67; C -0.39; C -0.66; C -0.38; C -0.72; C -0.14; C 1.44; O -0.54; H 0.36; H 0.09; H 0.19; H 0.43; H 0.34; H 0.41; H 0.51; H 0.43; H 0.39; H 0.38; H 0.39; H 0.41; C -1.54; C 0.87; C -0.77; C 1.05; C -1.56; C -1.55; C 1.71; C -1.64; C -0.24; H 0.28; H 0.36; H 0.18; H 0.30; H 0.33; H 0.40; H 0.35; H 0.41; H 0.33; H 0.32; H 0.39; H 0.39; C -1.47; C 0.71; C -1.05; C 0.96; C -1.40; C -0.09; Te 0.58; C 0.98; C -1.71; C -0.95; H 0.35; H 0.31; H 0.33; H 0.22; H 0.36; H 0.18; H 0.29; H 0.33; H 0.39; H 0.30; H 0.35

=====

# 4
Molecular formula: C5H14N2O
Method: DFT, the ωB97M-V functional and the def2-TZVPD basis

Cartesian coordinates (Å):
N 0.4455 2.3843 -1.7954
C 1.4620 1.9590 -0.8384
N 1.0882 1.5057 0.4744
C 1.1323 0.0523 0.5157
C -0.0358 -0.6001 -0.2862
C -0.4150 -1.9439 0.3230
C -1.7396 -1.8293 1.3127
O -2.8162 -1.2075 0.7838
H 0.1200 3.3850 -1.5417
H -0.0174 1.6374 -2.3665
H 2.1486 2.9690 -0.7486
H 2.3249 1.2548 -1.2494
H 0.1719 1.8942 0.8752
H 0.9307 -0.2676 1.6147
H 2.1949 -0.3436 0.4800
H -1.0013 0.0631 -0.4554
H 0.1287 -0.7447 -1.3394
H 0.5558 -2.1975 0.8841
H -0.3574 -2.7479 -0.4568
H -1.9493 -2.7392 1.7788
H -1.3049 -1.1531 2.1866
H -3.0665 -1.3304 -0.1514

* SMILES: NCNCCCCO
* energy above the lowest of the compared OMol25 structures with the same formula, charge and spin: 423.26 kJ/mol
* DFT total energy: -10436.6412 eV
* HOMO: -8.45 eV
* lowest unoccupied orbital energy: 0.83 eV

Charges obtained by Mulliken population analysis, quoted in units of e: N -0.45; C -0.54; N -0.30; C -0.89; C -0.23; C -0.99; C -0.34; O -0.52; H 0.25; H 0.20; H 0.28; H 0.30; H 0.29; H 0.35; H 0.30; H 0.36; H 0.36; H 0.35; H 0.36; H 0.38; H 0.15; H 0.33

=====

# 5
Molecular formula: C24H53F2NO16
Method: DFT, the ωB97M-V functional and the def2-TZVPD basis

Cartesian coordinates (Å):
N -0.3119 -1.5809 -0.4240
H -0.9669 -1.1029 0.1420
H 0.0461 -0.8729 -1.2810
H -0.6119 -2.4639 -1.0360
H 0.5621 -1.6169 0.1910
O -1.4919 1.0751 -0.6470
H -0.9709 1.7421 -0.2580
C -2.4589 3.8431 -2.3960
C -1.5349 3.0101 -3.2400
O -0.3889 3.7971 -3.2320
C -0.5269 4.8561 -2.4940
O 0.3541 5.6271 -2.2420
O -1.8159 4.9441 -2.0040
F -1.9049 2.9611 -4.5810
H -2.4269 3.3141 -1.3910
H -3.5129 4.0711 -3.0080
H -1.4129 1.9261 -2.9590
C -3.7039 -0.8079 -1.9320
C -4.3989 0.6181 -1.7380
O -5.8639 0.1791 -1.6490
C -5.9339 -1.0559 -2.0870
O -6.9369 -1.4979 -2.4990
O -4.7609 -1.6699 -2.2450
F -4.1339 1.3611 -2.7950
H -3.0809 -0.9819 -0.9200
H -2.9399 -0.8789 -2.6520
H -3.9879 1.1781 -0.8620
C 3.0121 -1.8239 -0.0840
O 2.3801 -1.1439 -1.1960
C 2.8671 -1.3069 -2.4610
C 1.9071 -0.7789 -3.5060
O 1.0001 -1.5149 -3.5990
C -0.2679 -0.8349 -3.9350
C -1.3149 -1.8059 -4.5450
O -1.3269 -2.8899 -3.5670
C -2.2079 -3.9239 -3.9290
H 4.1181 -1.8039 -0.1030
H 2.5191 -2.7709 -0.1010
H 2.6841 -1.4909 0.9480
H 3.1641 -2.1719 -2.8050
H 3.8571 -0.7109 -2.5520
H 2.4801 -0.7489 -4.4110
H 1.5031 0.2721 -3.2380
H 0.0081 -0.0029 -4.6890
H -0.7019 -0.4389 -3.0940
H -0.9739 -2.0929 -5.6130
H -2.2899 -1.3179 -4.6290
H -3.1999 -3.7169 -3.7730
H -2.1939 -4.6509 -3.1880
H -1.8439 -4.5139 -4.8210
C 0.0091 0.7771 2.5370
O 0.1311 -0.5449 2.4650
C 1.1001 -1.0289 3.3420
C 1.1781 -2.5669 3.3350
O 1.2571 -3.1129 2.2740
C 0.7821 -4.5169 2.1310
C 1.1701 -5.1679 0.7660
O 0.7691 -4.2259 -0.2500
C 0.5911 -4.8269 -1.5100
H -0.5649 1.2111 3.3660
H -0.8229 1.0731 1.7470
H 0.8721 1.3971 2.6620
H 0.8251 -0.6249 4.3980
H 2.0971 -0.8289 2.9320
H 0.1731 -3.0149 3.8910
H 1.9311 -2.8349 3.9120
H -0.2209 -4.4459 2.3460
H 1.2851 -5.0859 2.9010
H 0.7721 -6.2729 0.6960
H 2.1361 -5.4929 0.8070
H -0.5359 -5.3769 -1.4000
H 1.4271 -5.5869 -1.8440
H 0.6931 -3.9809 -2.1100
C -0.4599 1.7261 6.4930
O 0.2541 2.3741 5.3580
C 1.5681 2.6221 5.7230
C 2.1091 3.3831 4.4410
O 1.5441 4.4491 4.1510
C 2.1061 5.1431 2.9850
C 1.5461 4.6141 1.6270
O 2.4391 3.5111 1.1300
C 1.9421 3.1711 -0.1500
H -1.4399 1.6031 6.2190
H -0.1259 2.5221 7.4320
H -0.0969 0.6131 6.6830
H 2.2971 1.7771 5.6960
H 1.6191 3.3291 6.6410
H 2.2771 2.7001 3.7380
H 3.0971 3.4921 4.5990
H 3.1611 5.4031 2.9760
H 1.5361 6.0691 3.1290
H 1.4881 5.4431 0.7820
H 0.6031 4.3391 1.7210
H 2.1571 2.1961 -0.4640
H 2.3681 3.8221 -1.0650
H 0.8911 2.9831 -0.1120

* energy above the lowest of the compared OMol25 structures with the same formula, charge and spin: 166.45 kJ/mol
* DFT total energy: -65413.3895 eV
* HOMO: -7.98 eV
* lowest unoccupied orbital energy: 0.13 eV

Charges obtained by Mulliken population analysis, quoted in units of e: N 0.20; H 0.32; H -0.05; H 0.24; H -0.14; O -0.59; H -0.28; C -0.06; C 1.51; O -0.39; C 0.51; O -0.56; O -0.33; F -0.38; H 0.16; H 0.23; H -0.71; C 1.55; C 0.59; O -0.38; C 0.59; O -0.55; O -0.33; F -0.28; H -0.30; H -1.15; H 0.22; C -0.74; O 0.33; C -1.27; C -0.19; O -0.26; C 0.49; C -1.07; O 0.03; C -1.10; H 0.46; H 0.15; H -0.05; H 0.67; H 0.31; H 0.27; H 0.26; H 0.49; H -0.49; H 0.42; H 0.44; H 0.48; H 0.29; H 0.31; C -0.57; O -0.22; C -0.02; C -0.93; O -0.02; C -0.85; C -0.85; O 0.07; C -0.48; H 0.18; H -0.07; H 0.45; H 0.01; H 0.30; H 0.37; H 0.36; H 0.52; H 0.42; H 0.40; H 0.47; H 0.20; H 0.28; H 0.01; C -0.77; O -0.18; C -0.32; C -1.14; O -0.34; C -0.77; C -0.38; O -0.39; C -0.52; H 0.32; H 0.25; H 0.25; H 0.23; H 0.36; H 0.55; H 0.77; H 0.36; H 0.33; H 0.39; H 0.44; H 0.32; H 0.25; H 0.13

=====

Look up the energy above the lowest of the compared OMol25 structures with the same formula, charge and spin of the fourth one. 423.26 kJ/mol